Entry 1:
C6H24N14O12V | ωB97M-V with the def2-TZVPD basis set

Atoms and positions in Å:
V -22.04864 22.26978 -13.55720
N -24.96164 23.39501 -15.07581
O -25.42668 24.50369 -14.80965
O -24.04904 22.97686 -14.41964
O -25.32792 22.74565 -15.99225
N -22.18300 22.91048 -10.06789
O -21.93044 23.04683 -11.28350
O -21.27448 22.61029 -9.25826
O -23.28451 23.15309 -9.64607
C -21.08679 25.40651 -14.66905
O -21.59062 24.35366 -14.22594
N -21.67436 26.51512 -14.75842
N -20.07935 25.44698 -15.44058
H -21.55110 27.29433 -15.38909
H -22.63893 26.31636 -14.53437
H -19.85568 26.38634 -15.73668
H -19.59540 24.57895 -15.62062
C -21.47277 22.00934 -16.90720
O -21.58593 22.28175 -15.74756
N -20.71372 21.02154 -17.33182
N -21.98772 22.76736 -17.72924
H -20.06322 20.53745 -16.72965
H -20.44621 20.98227 -18.30496
H -22.49010 23.59383 -17.43828
H -22.23894 22.52988 -18.67824
C -23.98573 19.55657 -15.00547
O -23.14638 20.23282 -14.49471
N -25.11739 19.93202 -15.55585
N -23.96034 18.29876 -15.02600
H -25.42444 20.86922 -15.33793
H -25.78199 19.27688 -15.94214
H -23.07133 17.96034 -14.68656
H -24.61583 17.70531 -15.51410
C -18.65771 22.21533 -12.86533
O -19.92267 22.35234 -13.07006
N -17.75480 22.06550 -13.87059
N -18.07959 21.87802 -11.75846
H -17.02919 21.41705 -13.60020
H -18.04590 22.17260 -14.83179
H -18.67291 21.66063 -10.97055
H -17.07916 21.74368 -11.79313
C -25.40023 20.82104 -11.71320
O -24.34550 21.35058 -12.04796
N -25.89284 19.78210 -12.31255
N -26.21379 21.33169 -10.84770
H -25.36541 19.34148 -13.05266
H -26.74654 19.43793 -11.89680
H -27.01606 20.81196 -10.52159
H -25.95170 22.26185 -10.55408
C -21.46684 19.52898 -11.44875
O -21.29014 20.22114 -12.44497
N -22.57729 19.46973 -10.75484
N -20.52960 18.73391 -11.01171
H -22.55711 19.24620 -9.77010
H -23.14651 20.25173 -11.04563
H -19.70925 18.90438 -11.57568
H -20.61042 18.41644 -10.05631

Values from the calculation:
- HOMO-LUMO gap (alpha / beta) (eV) = 6.955 / 2.749
- total charge = +1
- 2S+1 = 5
- HOMO (alpha / beta) (eV) = -9.8 / -9.8
- E (a.u.) = -2856.122204
- LUMO energy (alpha / beta) (eV) = -2.873 / -7.095
- <S²> = 6.009

Entry 2:
C5H8ClN2 | ωB97M-V with the def2-TZVPD basis set

Atoms and positions in Å:
C 0.27710 1.06833 -0.25289
C -0.29065 3.21630 -1.29161
C -0.82474 0.10735 -0.61620
C -0.35825 -1.10324 -0.04824
C 0.60558 -0.72669 1.12078
N 0.61431 2.16333 -0.91609
N 1.03947 0.55452 0.67805
Cl -1.59016 3.84852 -0.48486
H -0.01158 3.62135 -2.22873
H -1.83728 0.45569 -0.27218
H -1.15147 0.02134 -1.74467
H -1.24488 -1.71918 0.28337
H 0.33682 -1.65101 -0.79595
H -0.01418 -0.48709 2.06996
H 1.48117 -1.41536 1.24291
H 1.92768 0.92595 1.04353

Values from the calculation:
- HOMO-LUMO gap (eV) = 9.268
- total charge = +1
- HOMO (eV) = -14.6
- E (a.u.) = -764.710341
- LUMO energy (eV) = -5.306
- energy relative to the best compared isomer or geometry (same formula, charge and spin) (eV) = 1.8644

Entry 3:
C5H6O | ωB97M-V with the def2-TZVPD basis set

Atoms and positions in Å:
O 1.10869 1.88236 1.02392
C 1.10412 1.06295 0.20086
C 0.76904 0.36500 -1.06691
C -0.64991 0.40558 -0.71859
C -1.07134 -0.40457 0.37036
C -0.29147 -1.30530 1.02680
H 1.28707 -0.59493 -1.18161
H 1.05935 1.04699 -1.87228
H -1.26180 1.20592 -1.11338
H -2.07020 -0.21401 0.76237
H -0.66414 -1.82168 1.90594
H 0.68059 -1.62830 0.66251

Values from the calculation:
- HOMO-LUMO gap (alpha / beta) (eV) = 7.337 / 7.339
- total charge = 0
- HOMO (alpha / beta) (eV) = -7.0 / -7.0
- E (a.u.) = -269.225559
- LUMO energy (alpha / beta) (eV) = 0.380 / 0.380
- energy relative to the best compared isomer or geometry (same formula, charge and spin) (eV) = 3.2839

Entry 4:
C26H62O24Tl | ωB97M-V with the def2-TZVPD basis set

Atoms and positions in Å:
Tl -10.93508 17.93978 -5.11122
C -14.39134 19.01792 -8.81346
C -13.52073 18.93776 -7.69294
C -13.18722 20.26731 -6.95915
O -12.57278 20.14795 -5.92721
C -13.69712 21.50044 -7.53982
C -14.53108 21.52602 -8.65734
C -14.86600 20.22657 -9.30375
O -15.66225 20.16809 -10.26812
O -15.05416 22.60260 -8.94078
O -12.90939 17.96464 -7.28478
H -14.66937 18.06417 -9.24986
H -13.44529 22.42543 -7.02875
C -18.81645 21.79117 -10.64115
C -19.89501 22.81448 -11.00470
O -19.66215 24.11550 -10.50692
O -17.55911 22.34531 -11.01621
H -18.99419 20.87042 -11.19703
H -18.84269 21.63607 -9.55808
H -20.84092 22.43419 -10.60442
H -19.92857 22.90815 -12.09566
H -20.46115 24.64250 -10.53251
H -16.87936 21.67825 -11.14076
C -8.52037 20.95508 -5.25149
C -9.37187 21.23532 -6.47262
O -9.78772 20.02791 -7.07743
O -9.29564 20.24373 -4.29146
H -8.13965 21.87691 -4.80732
H -7.65828 20.33590 -5.52140
H -8.85155 21.98466 -7.08476
H -10.17121 21.94059 -6.19888
H -9.99296 20.27909 -7.99297
H -9.01636 20.48094 -3.40418
C -16.80253 19.42449 -5.94615
C -17.21790 18.66036 -7.19081
O -17.68807 19.43222 -8.27043
O -16.49992 18.62448 -4.82485
H -17.65850 20.05128 -5.67371
H -16.04259 20.16555 -6.21328
H -18.05816 18.01932 -6.90702
H -16.43578 17.93874 -7.46715
H -16.95337 19.71217 -8.83231
H -17.24730 18.07895 -4.56304
C -13.31177 22.75672 -3.68864
C -14.39716 21.71398 -3.42203
O -14.14337 20.81146 -2.36674
O -12.09977 22.14652 -4.07510
H -13.16476 23.27452 -2.73863
H -13.63145 23.49527 -4.43033
H -14.42915 21.09094 -4.32413
H -15.41338 22.12048 -3.43456
H -14.28468 21.26053 -1.52628
H -12.17923 21.66511 -4.91290
C -18.20731 16.78394 -12.20534
C -18.10071 17.11504 -10.73866
O -18.80608 18.34508 -10.50868
O -19.50407 16.28280 -12.46518
H -17.46067 16.00190 -12.39274
H -18.00201 17.65490 -12.83108
H -17.11644 17.26623 -10.27856
H -18.62910 16.39877 -10.09874
H -18.60934 18.71507 -9.63221
H -19.59562 16.11944 -13.40711
C -15.10463 15.11510 -7.41087
C -14.36177 15.06099 -8.73550
O -13.04576 14.59954 -8.48327
O -16.49549 15.30034 -7.69398
H -14.69338 15.95126 -6.83847
H -15.03858 14.13858 -6.92879
H -14.31969 16.05120 -9.20273
H -14.93438 14.39118 -9.38334
H -12.60238 14.52248 -9.33345
H -16.94545 15.31190 -6.84406
C -15.33480 21.07989 -14.49716
C -14.18010 20.43908 -13.75630
O -14.65486 19.36530 -12.94124
O -16.34687 21.58117 -13.62436
H -15.71531 20.47422 -15.31951
H -14.94667 22.02500 -14.89515
H -13.67892 21.20125 -13.15311
H -13.47866 20.00876 -14.47023
H -15.11533 19.72431 -12.17602
H -17.09022 20.96962 -13.63028
C -10.45544 17.76890 -11.99801
C -11.73356 17.83168 -11.18482
O -11.44964 18.07482 -9.79228
O -9.68376 18.94308 -11.75698
H -10.63843 17.55317 -13.04714
H -9.87403 16.94331 -11.56855
H -12.29734 16.90218 -11.30235
H -12.37964 18.63539 -11.55164
H -12.28776 18.00799 -9.33162
H -9.98384 19.29061 -10.90852
C -10.93927 23.17672 -9.40532
C -9.60076 22.68534 -9.81557
O -9.48929 21.24360 -9.90452
O -11.91971 22.86515 -10.42198
H -11.02306 24.23976 -9.19697
H -11.31168 22.61209 -8.53398
H -8.83716 22.80460 -9.03455
H -9.26057 23.20860 -10.71321
H -8.55735 21.07061 -10.06879
H -11.75165 21.96502 -10.72801
C -13.43898 26.10353 -9.16838
C -13.93110 25.95506 -7.75503
O -15.34728 26.06962 -7.73396
O -13.79813 25.01691 -10.02795
H -12.35272 26.24046 -9.19244
H -13.91584 26.95951 -9.64705
H -13.42593 26.68358 -7.11580
H -13.68720 24.94616 -7.39174
H -15.59527 26.55905 -6.94467
H -13.07020 24.37981 -10.00563

Values from the calculation:
- HOMO-LUMO gap (eV) = 2.603
- total charge = +1
- HOMO (eV) = -10.8
- E (a.u.) = -3005.492132
- LUMO energy (eV) = -8.224
- energy relative to the best compared isomer or geometry (same formula, charge and spin) (eV) = 1.5824

Entry 5:
C2H3ClFN | ωB97M-V with the def2-TZVPD basis set

Atoms and positions in Å:
C -0.42505 -0.31094 0.05787
C -1.23409 1.96295 -0.20600
N -0.65573 0.91482 -0.02021
F -0.62319 3.12080 0.01016
Cl -3.23847 -0.85076 0.05241
H -0.57052 -0.85312 0.98350
H 0.04135 -1.03779 -0.69894
H -2.93819 -2.02678 -0.41072

Values from the calculation:
- HOMO-LUMO gap (eV) = 8.895
- total charge = 0
- HOMO (eV) = -8.6
- E (a.u.) = -692.700662
- LUMO energy (eV) = 0.258
- energy relative to the best compared isomer or geometry (same formula, charge and spin) (eV) = 2.3679

Entry 6:
CH5NO2S | ωB97M-V with the def2-TZVPD basis set

Atoms and positions in Å:
C -1.45573 0.54500 -0.35082
N 0.62848 -1.57279 -0.18873
O 2.18692 0.52099 -0.13255
O -0.21445 0.77291 0.50764
S 1.06122 -0.11916 0.43782
H -2.20850 1.11777 0.13594
H -1.57831 -0.48804 -0.31020
H -1.24101 1.06490 -1.27449
H 1.61090 -1.87918 -0.63626
H 1.21048 0.03760 1.81166

Values from the calculation:
- HOMO-LUMO gap (eV) = 10.571
- total charge = 0
- HOMO (eV) = -9.8
- E (a.u.) = -644.410884
- LUMO energy (eV) = 0.728
- energy relative to the best compared isomer or geometry (same formula, charge and spin) (eV) = 3.6300

Q: total charge of number 6 (CH5NO2S)?
A: 0